*P*
The following is a DFT calculation (wB97M-V/def2-TZVPD) of the ion C3H10NO with charge +1.

Structure (XYZ):
```
15
Properties=species:S:1:pos:R:3:nbo_charge:R:1
C 0.06 1.93 0.55 -0.423
N 0.66 0.54 0.68 -0.537
C 0.95 -0.42 -0.41 -0.267
C -0.21 -1.45 -0.65 -0.098
O -1.38 -0.74 -0.18 -0.752
H 0.28 2.43 -0.45 0.244
H -1.04 1.75 0.58 0.243
H 0.44 2.58 1.34 0.246
H -0.18 -0.02 0.95 0.475
H 1.37 0.57 1.40 0.444
H 1.95 -0.81 -0.22 0.245
H 1.06 0.05 -1.42 0.236
H -0.23 -1.89 -1.64 0.231
H -0.18 -2.25 0.12 0.198
H -2.00 -0.75 -0.92 0.513
```

## Properties
orbital gap: 0.4478 hartree
molar mass: 76.12 u
LUMO level: -3.23 eV
charge: +1

***

*Q*
The following is a DFT calculation (wB97M-V/def2-TZVPD) of the ion C3H10NO with charge +1.

Structure (XYZ):
```
15
Properties=species:S:1:pos:R:3:nbo_charge:R:1
C 0.54 1.57 0.27 -0.649
C -0.56 0.55 -0.05 0.066
O -0.51 0.05 -1.38 -0.744
C -0.48 -0.70 0.79 -0.218
N 0.84 -1.39 0.46 -0.683
H 1.55 1.24 0.03 0.206
H 0.53 1.78 1.35 0.228
H 0.32 2.49 -0.25 0.249
H -1.50 1.05 0.18 0.210
H -0.84 0.71 -2.00 0.507
H -0.50 -0.53 1.86 0.235
H -1.25 -1.41 0.50 0.241
H 0.82 -2.37 0.80 0.446
H 1.63 -0.94 0.92 0.442
H 0.97 -1.43 -0.55 0.464
```

## Properties
orbital gap: 0.4242 hartree
molar mass: 76.12 u
LUMO level: -3.63 eV
charge: +1

***

Which structure is the most stable? The one labeled *Q*.

***

*P*
The following is a DFT calculation (wB97M-V/def2-TZVPD) of a cluster of 2 separate species, C3H10NO in total.

Structure (XYZ):
```
15
Properties=species:S:1:pos:R:3:nbo_charge:R:1
C -0.28 0.07 -2.08 -0.398
N -0.40 -1.14 -1.05 -0.705
H 0.62 0.73 -1.83 0.259
H -1.27 0.53 -2.10 0.238
H -0.18 -0.43 -3.00 0.226
H 0.54 -1.50 -1.10 0.451
H -0.76 -0.86 -0.15 0.462
H -1.22 -1.71 -1.29 0.445
C 1.16 1.16 1.85 -0.464
C 0.34 0.04 1.83 0.101
O -1.00 0.08 1.54 -0.730
H 0.86 2.12 1.95 0.206
H 2.18 0.95 1.78 0.218
H 0.77 -0.96 1.78 0.183
H -1.36 0.92 1.86 0.509
```

## Properties
orbital gap: 0.3445 hartree
molar mass: 76.12 u
LUMO level: -3.60 eV
charge: +1

***

*Q*
The following is a DFT calculation (wB97M-V/def2-TZVPD) of a cluster of 2 separate species, C3H10NO in total.

Structure (XYZ):
```
15
Properties=species:S:1:pos:R:3:nbo_charge:R:1
C -2.14 -0.75 -1.90 -0.240
O -0.75 -0.68 -1.44 -0.787
H -2.35 -1.75 -2.27 0.202
H -2.31 0.03 -2.62 0.198
H -2.69 -0.62 -0.96 0.184
H -0.11 -0.41 -2.09 0.494
C 1.60 0.19 0.90 -0.059
C 2.26 0.61 1.97 -0.337
N 0.09 0.43 0.94 -0.740
H 1.91 -0.17 -0.06 0.240
H 3.30 0.33 2.11 0.250
H 1.93 1.46 2.55 0.229
H -0.04 1.44 0.96 0.443
H -0.39 0.04 1.75 0.438
H -0.32 -0.15 0.16 0.484
```

## Properties
orbital gap: 0.4221 hartree
molar mass: 76.12 u
LUMO level: -3.58 eV
charge: +1

***

Which structure is the most stable? The one labeled *Q*.

***

*P*
The following is a DFT calculation (wB97M-V/def2-TZVPD) of a cluster of 2 separate species, C3H10NO in total.

Structure (XYZ):
```
15
Properties=species:S:1:pos:R:3:nbo_charge:R:1
C 2.41 0.88 0.53 -0.660
C 1.33 -0.12 0.23 -0.117
C 0.11 -0.05 0.73 -0.089
N -0.93 -1.01 0.22 -0.713
H 2.27 1.30 1.52 0.243
H 2.23 1.76 -0.08 0.250
H 3.38 0.47 0.27 0.247
H 1.61 -1.02 -0.27 0.209
H -0.30 0.59 1.50 0.229
H -0.39 -1.79 -0.16 0.433
H -1.57 -0.50 -0.44 0.480
H -1.44 -1.44 1.00 0.430
H -2.88 -0.18 -2.33 0.514
H -3.26 0.87 -1.19 0.511
O -2.59 0.27 -1.53 -0.967
```

## Properties
orbital gap: 0.4084 hartree
molar mass: 76.12 u
LUMO level: -3.26 eV
charge: +1

***

*Q*
The following is a DFT calculation (wB97M-V/def2-TZVPD) of a cluster of 2 separate species, C3H10NO in total.

Structure (XYZ):
```
15
Properties=species:S:1:pos:R:3:nbo_charge:R:1
C -1.90 -0.49 0.26 0.165
N -2.77 -1.41 0.16 -0.627
H -0.87 -0.43 0.47 0.260
H -2.25 0.52 -0.03 0.221
H -3.57 -1.17 -0.56 0.495
H -2.25 -2.36 0.43 0.475
C 1.35 1.01 -0.47 -0.088
O 0.29 1.77 0.27 -0.794
C 1.90 -0.44 0.12 -0.636
H 2.34 1.57 -0.65 0.207
H 0.87 0.92 -1.55 0.174
H 0.57 2.64 0.68 0.505
H 2.37 -0.95 -0.66 0.229
H 1.25 -1.06 0.72 0.188
H 2.66 -0.12 0.81 0.226
```

## Properties
orbital gap: 0.3037 hartree
molar mass: 76.12 u
LUMO level: -5.57 eV
charge: +1

***

Which structure is the most stable? The one labeled *P*.

***

*P*
The following is a DFT calculation (wB97M-V/def2-TZVPD) of a cluster of 2 separate species, C3H10NO in total.

Structure (XYZ):
```
15
Properties=species:S:1:pos:R:3:nbo_charge:R:1
C 1.17 -0.22 -1.64 -0.395
N 1.47 -0.10 -0.15 -0.683
H 0.94 -1.25 -1.89 0.255
H 2.07 0.18 -2.12 0.233
H 0.33 0.52 -1.67 0.234
H 1.98 0.78 -0.09 0.440
H 0.63 -0.15 0.43 0.460
H 2.05 -0.81 0.30 0.440
C -1.37 0.68 1.67 -0.481
C -1.74 0.17 0.48 0.094
O -1.34 -1.08 0.06 -0.741
H -0.41 0.55 2.19 0.197
H -1.89 1.52 2.11 0.236
H -2.01 0.88 -0.31 0.195
H -1.88 -1.67 0.62 0.515
```

## Properties
orbital gap: 0.3533 hartree
molar mass: 76.12 u
LUMO level: -3.64 eV
charge: +1

***

*Q*
The following is a DFT calculation (wB97M-V/def2-TZVPD) of a cluster of 2 separate species, C3H10NO in total.

Structure (XYZ):
```
15
Properties=species:S:1:pos:R:3:nbo_charge:R:1
C -0.26 -0.65 1.22 -0.412
C -1.49 0.43 -0.59 -0.451
C 1.06 0.40 -0.57 0.162
N -0.32 -0.36 -0.19 -0.372
O 1.10 1.56 0.06 -0.678
H 0.63 -1.28 1.25 0.229
H -0.12 0.24 1.76 0.221
H -1.14 -1.22 1.44 0.238
H -1.52 1.41 -0.21 0.247
H -1.72 0.47 -1.63 0.248
H -2.38 0.01 -0.09 0.236
H 2.13 -0.68 -0.22 0.165
H 1.07 0.52 -1.68 0.222
H -0.39 -1.27 -0.57 0.430
H 1.42 1.61 0.94 0.513
```

## Properties
orbital gap: 0.4602 hartree
molar mass: 76.12 u
LUMO level: -3.52 eV
charge: +1

***

Which structure is the most stable? The one labeled *P*.

***

*P*
The following is a DFT calculation (wB97M-V/def2-TZVPD) of a cluster of 2 separate species, C3H10NO in total.

Structure (XYZ):
```
15
Properties=species:S:1:pos:R:3:nbo_charge:R:1
C 0.81 -0.36 -1.23 -0.268
O 0.31 -0.75 0.17 -0.585
C 1.00 1.08 -1.28 0.452
C -0.16 2.02 -1.09 -0.753
N -1.56 -1.67 2.69 -1.133
H 1.73 -0.94 -1.35 0.241
H -0.03 -0.75 -1.82 0.290
H 0.82 -0.16 0.75 0.470
H 2.04 1.43 -1.30 0.237
H 0.21 3.03 -1.25 0.271
H -0.53 1.94 -0.06 0.333
H -0.94 1.81 -1.83 0.307
H -2.09 -1.09 2.06 0.375
H -0.57 -1.76 2.63 0.371
H -2.04 -2.12 3.45 0.392
```

## Properties
orbital gap: 0.1334 hartree
molar mass: 76.12 u
LUMO level: -8.28 eV
charge: +1

***

*Q*
The following is a DFT calculation (wB97M-V/def2-TZVPD) of a cluster of 2 separate species, C3H10NO in total.

Structure (XYZ):
```
15
Properties=species:S:1:pos:R:3:nbo_charge:R:1
C -0.55 -1.86 -0.71 -0.619
C -0.27 -0.92 0.44 -0.242
C 1.79 0.41 0.28 0.133
N 0.56 0.23 0.06 -0.412
H -1.17 -1.47 -1.46 0.233
H 0.43 -2.12 -1.13 0.221
H -1.02 -2.84 -0.32 0.258
H -1.21 -0.42 0.91 0.234
H 0.22 -1.47 1.23 0.225
H 2.35 1.16 -0.28 0.239
H 2.31 -0.43 0.81 0.214
H 0.07 1.13 0.06 0.474
H -1.63 2.85 0.66 0.505
H -0.91 3.22 -0.60 0.502
O -0.96 2.54 0.06 -0.964
```

## Properties
orbital gap: 0.4226 hartree
molar mass: 76.12 u
LUMO level: -5.06 eV
charge: +1

***

Which structure is the most stable? The one labeled *Q*.